Record 1
The following is a DFT calculation (ωB97M-V/def2-TZVPD) of a molecular structure, C9H10MoN9O2S2.

Geometry as XYZ:
```
33
Properties=species:S:1:pos:R:3:forces:R:3
Mo -0.546 0.043 0.264 -0.7 0.5 0.0
C 1.887 -3.222 -1.475 -0.5 0.1 -1.8
C 1.342 -1.953 -1.047 -0.3 0.5 0.4
N 0.089 -1.639 -0.963 0.3 0.6 0.5
O -0.924 -2.538 -1.174 0.1 -0.1 0.2
C 2.258 -0.801 -0.581 -0.5 -1.4 -0.9
C 3.663 -0.649 -1.028 -0.7 1.0 0.6
N 1.530 -0.012 0.098 1.0 1.1 -0.1
O 2.127 1.163 0.547 -0.7 0.1 0.0
H 2.676 -3.500 -0.823 0.8 -0.5 0.7
H 2.377 -3.025 -2.470 -0.3 -0.4 0.6
H 1.110 -3.992 -1.573 0.5 0.1 0.0
H -0.915 -2.855 -2.093 0.1 0.1 -0.2
H 4.198 -1.568 -1.073 0.2 -0.9 -0.2
H 4.212 0.029 -0.381 0.0 0.2 0.0
H 3.593 -0.201 -2.024 0.2 0.0 -0.2
S 0.773 1.993 1.130 -0.4 0.1 -0.5
C -0.019 2.873 -0.239 1.0 -0.2 1.0
S -1.171 1.818 -0.967 -0.1 -1.2 0.2
C 0.257 4.172 -0.448 0.1 0.9 -0.8
C 1.472 4.723 0.079 -2.2 -0.7 -0.6
N 2.491 4.970 0.507 2.0 0.6 0.8
C -0.563 5.002 -1.285 -0.2 0.4 0.1
N -1.250 5.769 -1.808 0.3 -0.6 0.1
N -4.605 -1.825 1.454 0.3 0.0 -0.5
N -3.645 -0.977 1.847 0.8 1.0 0.3
N -3.730 -0.182 2.921 -0.5 -0.6 -0.3
C -2.623 0.525 2.869 0.0 0.1 1.0
N -1.893 0.168 1.818 0.5 0.0 -0.3
N -2.566 -0.768 1.182 -0.1 -0.8 -1.3
H -5.063 -2.187 2.260 -0.8 -0.3 0.7
H -4.247 -2.553 0.836 0.0 0.2 0.1
H -2.297 1.199 3.639 -0.2 0.3 0.1
```
Forces are in eV/Å.

## Properties
net charge	+3
energy above the lowest of the compared OMol25 structures with the same formula, charge and spin	0.000	eV
orbital gap (spin up / spin down)	6.7 / 6.7	eV

Record 2
The following is a DFT calculation (ωB97M-V/def2-TZVPD) of a molecular structure, C9H10N2O2.

Geometry as XYZ:
```
23
Properties=species:S:1:pos:R:3:forces:R:3
C -0.297 1.324 1.851 -2.0 -0.8 2.3
C 0.253 -0.937 1.085 0.3 0.2 1.5
C 0.748 -0.456 -0.147 -0.6 -1.7 -0.9
C 0.367 1.766 0.798 0.6 -0.1 -2.4
C -0.495 -0.178 1.996 0.8 2.5 0.2
C 0.688 0.831 -0.365 0.6 1.4 0.6
C -0.335 -1.988 0.514 2.0 -0.3 -3.9
C -1.318 -2.941 0.823 -3.0 0.9 -0.1
C 1.085 0.755 -2.666 -0.9 0.8 -1.6
N 0.315 -1.765 -0.763 0.9 0.8 0.0
N 0.645 3.057 0.465 -1.1 1.1 4.2
O -1.299 -0.763 2.673 -1.7 0.0 2.2
O 0.817 1.501 -1.516 0.7 1.0 -0.4
H -0.885 2.082 2.468 1.1 -1.3 -0.5
H -1.663 -3.606 0.021 0.1 0.5 0.1
H -2.117 -2.266 1.319 0.6 -1.3 -0.7
H -0.945 -3.499 1.605 0.5 -1.5 1.9
H 0.992 1.475 -3.521 0.0 -0.6 0.7
H 0.254 0.056 -2.733 0.3 -0.5 -0.5
H 2.076 0.300 -2.774 -0.1 -0.1 0.7
H -0.069 -1.794 -1.711 -0.3 -0.2 0.8
H 0.327 3.888 1.027 0.5 -1.7 -1.0
H 0.858 3.160 -0.450 0.8 1.0 -3.2
```
Forces are in eV/Å.

## Properties
energy above the lowest of the compared OMol25 structures with the same formula, charge and spin	4.795	eV
orbital gap	8.6	eV

Record 3
The following is a DFT calculation (ωB97M-V/def2-TZVPD) of a single C9H10N2OS molecule.

Geometry as XYZ:
```
23
Properties=species:S:1:pos:R:3:forces:R:3
C 0.418 -0.561 2.783 2.4 -1.1 -3.2
C -0.579 0.282 2.479 0.2 1.7 0.8
C 1.222 -1.078 1.741 0.9 -1.6 -0.5
C -0.749 0.729 1.158 -3.3 0.4 1.4
C 0.960 -0.751 0.440 0.3 -0.8 -1.0
C -0.039 0.174 0.141 0.5 -0.2 -0.1
C 0.525 -2.033 -1.587 1.9 -2.4 0.5
C -0.646 2.337 -1.153 0.5 -0.2 -0.4
C 1.624 -1.488 -0.724 -1.0 2.0 -0.1
N -0.492 -1.424 -1.848 -3.4 1.7 -1.6
N -1.596 3.102 -1.449 1.2 2.5 -0.1
O -2.243 0.457 -1.988 3.4 -0.3 0.6
S -0.412 0.466 -1.545 -3.0 1.4 0.0
H 0.789 -0.693 3.714 0.4 -0.7 3.1
H -0.949 0.751 3.402 -0.9 0.1 -1.0
H 2.053 -1.867 1.735 -1.2 1.3 1.2
H -1.695 1.328 1.031 1.4 -0.3 -0.5
H 0.676 -3.085 -1.960 -0.2 0.8 0.3
H 0.381 2.598 -0.778 -0.6 0.2 -0.2
H 2.034 -0.669 -1.393 0.7 -1.2 0.7
H 2.191 -2.347 -0.417 1.1 0.3 0.1
H -1.300 4.185 -1.389 -0.7 -3.0 0.2
H -2.173 -0.413 -2.393 -0.6 -0.6 -0.2
```
Forces are in eV/Å.

## Properties
energy above the lowest of the compared OMol25 structures with the same formula, charge and spin	5.789	eV
orbital gap	8.1	eV

Record 4
The following is a DFT calculation (ωB97M-V/def2-TZVPD) of a molecular structure, C9H10N3O2.

Geometry as XYZ:
```
24
Properties=species:S:1:pos:R:3:forces:R:3
C 1.435 -1.601 -0.811 0.1 -0.9 -0.3
C 0.452 -2.604 -0.953 0.1 0.7 0.2
C -0.518 -0.899 -0.130 -0.4 1.1 0.4
C 0.891 1.850 0.494 -0.3 -0.3 0.0
C 1.417 0.663 0.021 0.5 0.6 0.1
C -1.612 1.796 0.927 -0.5 -1.3 -0.3
C -0.354 2.362 0.852 0.7 0.8 0.1
C 0.635 -3.950 -1.510 0.0 -0.2 -0.2
C -0.399 3.816 1.264 0.0 0.2 0.1
N 0.842 -0.512 -0.294 -0.9 -0.1 0.2
N -0.727 -2.147 -0.524 -0.3 -0.3 0.0
N -1.401 -0.051 0.347 0.4 -0.4 -0.2
O -2.653 -0.498 0.475 -0.3 -0.3 0.0
O -2.730 1.898 1.176 0.3 0.3 0.0
H 2.476 -1.641 -1.057 0.2 0.1 0.0
H 1.668 2.599 0.606 0.0 0.0 0.0
H 2.485 0.658 -0.158 0.0 0.0 0.0
H -0.070 -4.644 -1.061 0.0 0.0 0.1
H 0.427 -3.927 -2.583 0.0 0.0 0.0
H 1.655 -4.297 -1.369 0.0 -0.1 0.0
H -1.415 4.158 1.437 0.0 0.0 0.0
H 0.048 4.439 0.490 0.0 0.0 0.0
H 0.174 3.963 2.180 0.0 0.0 0.1
H -2.724 -1.431 0.180 0.4 0.2 0.0
```
Forces are in eV/Å.

## Properties
net charge	+1
energy above the lowest of the compared OMol25 structures with the same formula, charge and spin	3.665	eV
orbital gap (spin up / spin down)	6.7 / 6.2	eV

Across the entries above, largest force on an atom takes the values 2.4; 4.4; 4.2; 1.5 eV/Å, respectively.